A single C5H6N2O molecule, computed with the ωB97M-V functional and the def2-TZVPD basis.

Output
**Energy above the lowest of the compared OMol25 structures with the same formula, charge and spin**: 4.021 eV
**E_tot**: -378.723168 Ha
**HOMO level**: -7.49 eV
**LUMO energy**: 0.9 eV

Geometry (Å):
C -1.080590 -0.275977 -0.204643
C 0.049165 1.703593 0.017489
C 0.889333 0.630448 -0.139757
C 2.246563 -0.054861 0.082874
C 0.207910 -0.570810 -0.326517
H -2.837000 -0.675313 0.811297
H -2.286127 -2.036716 -0.034480
H -0.018580 2.733780 0.411798
H 2.743774 0.181356 0.989924
H 2.731205 0.055303 -0.839203
H 1.215706 -1.936038 0.885492
N -2.293950 -0.975584 0.032677
N 1.417249 -1.373574 0.060084
O -1.160794 1.190922 0.068646

Atoms 1-3, force components in eV/Å:
-2.08 1.14 1.92
1.78 -0.49 1.16
1.70 3.03 0.15

Now the natural (NBO) charges, all in e: C 0.40; C 0.07; C -0.12; C -0.21; C -0.03; H 0.39; H 0.40; H 0.21; H 0.21; H 0.21; H 0.37; N -0.85; N -0.61; O -0.44